# 1
The following is a quantum chemistry calculation of a molecular structure, C37H33N10OsS in a non-equilibrium geometry, from OMol25.

Cartesian coordinates (Å):
1 Os -0.3395 0.0188 -1.0964
2 S -1.9950 -3.9038 5.1386
3 N -1.8231 -0.7931 -2.3666
4 N -0.7588 1.5969 -2.5600
5 N 1.1357 0.3244 0.2141
6 N -1.2099 1.5561 1.3907
7 N -1.5615 1.1800 0.1430
8 N 1.0817 -0.8490 -2.3840
9 N -1.6607 1.2823 -3.3817
10 N -1.2557 -1.6490 0.5250
11 N -3.9765 -4.6593 3.5649
12 N 2.4137 -0.9775 -2.1565
13 C -0.5857 2.9531 -2.3028
14 C -3.4205 -1.7051 -4.4655
15 C -2.0143 2.5535 1.8273
16 C -0.4947 -2.5433 1.1654
17 C 3.3231 1.1187 0.8128
18 C 6.7899 0.0972 -0.2436
19 C -2.9479 -0.4112 -4.4713
20 C -1.4736 3.9057 -2.8418
21 C 2.9660 -1.7832 -3.0992
22 C 0.5188 3.3823 -1.5555
23 C -0.1241 5.6693 -1.9341
24 C 0.7442 4.7318 -1.3827
25 C 3.1227 -0.2797 -1.1554
26 C 4.5096 -0.3127 -1.1917
27 C -0.9638 -3.3253 2.2004
28 C 2.4903 0.3914 -0.0773
29 C 0.3945 0.0360 4.3617
30 C 1.6880 -0.5384 2.4130
31 C -0.4885 0.7285 3.5294
32 C -0.2832 0.8324 2.1655
33 C 1.4686 -0.6330 3.7619
34 C -2.6101 1.9315 -0.1909
35 C -2.2512 -2.0597 -2.4093
36 C -3.0602 -2.5486 -3.4153
37 C -3.0980 -2.2901 1.8989
38 C 5.3145 0.2780 -0.2192
39 C -2.8365 -3.9965 3.7178
40 C 4.6868 1.0529 0.7643
41 C -2.9299 2.8155 0.8396
42 C -1.2391 5.2490 -2.6560
43 C -2.1462 0.0221 -3.4099
44 C 0.1897 -0.0149 5.8355
45 C -2.2993 -3.2131 2.5774
46 C 1.9801 -2.1637 -3.9682
47 C 0.8470 0.2247 1.5698
48 C 0.8262 -1.5470 -3.4911
49 C -2.5333 -1.5286 0.8932
50 H -0.5248 -0.8018 6.0938
51 H 5.0174 -0.8359 -1.9862
52 H 0.0785 6.7250 -1.8198
53 H 7.0747 -0.8273 -0.7411
54 H -1.9170 5.9728 -3.0862
55 H -1.8726 3.0185 2.7865
56 H -1.3613 1.1909 3.9703
57 H -0.1517 -1.5853 -3.9344
58 H -4.1334 -2.1468 2.1749
59 H 1.1223 -0.2358 6.3505
60 H -2.3079 3.5617 -3.4348
61 H 2.0868 -2.7994 -4.8283
62 H -4.4621 -4.7176 2.6839
63 H 1.2033 2.6434 -1.1539
64 H 1.6110 5.0661 -0.8304
65 H -1.9214 -2.7016 -1.6042
66 H -4.0351 -2.0769 -5.2732
67 H 2.1393 -1.2285 4.3662
68 H 2.8416 1.7352 1.5593
69 H 7.1982 0.1106 0.7652
70 H -3.3933 -3.5750 -3.3846
71 H 4.0057 -2.0459 -3.1235
72 H -3.1119 1.8117 -1.1363
73 H -0.2086 0.9255 6.2139
74 H 0.5317 -2.6387 0.8348
75 H 7.2617 0.9194 -0.7889
76 H -3.1532 0.2838 -5.2730
77 H -3.7312 3.5312 0.8622
78 H -3.1306 -0.8044 0.3540
79 H 5.2826 1.5828 1.4949
80 H -4.3667 -5.1736 4.3409
81 H 2.5190 -1.0692 1.9690
82 H -0.3018 -4.0214 2.6944

Summary:
- Multiplicity: 1
- Net charge: +3
- HOMO energy (spin up / spin down): -14.9 / -14.9 eV
- Gap between HOMO and LUMO (spin up / spin down): 0.148 / 0.148 Eh
- Lowest unoccupied orbital energy (spin up / spin down): -10.8 / -10.8 eV

---

# 2
The following is a quantum chemistry calculation of a molecular structure, C37H33NO2P2PtS2Te, from OMol25.

Cartesian coordinates (Å):
1 Pt 0.2897 -1.4014 -2.5903
2 Te 1.2733 -0.8930 -4.8470
3 S 2.2241 -2.3825 -1.5964
4 S -0.6637 -3.5723 -2.6882
5 P 0.8130 1.7043 -0.2645
6 P -0.8009 -0.3579 1.3646
7 O -1.3484 -1.1105 0.2121
8 O 0.9841 0.6808 -1.3329
9 N -1.6898 -0.2831 -2.6065
10 C 3.7554 2.9785 2.2584
11 C -2.8396 -0.9289 -2.4283
12 C 4.7638 2.0580 1.9901
13 C 2.2058 -2.9345 2.0850
14 C 1.4938 -0.3980 2.9737
15 C -0.0298 5.7837 -2.1865
16 C -2.9197 1.6411 -3.2956
17 C 1.9130 -4.0954 -1.7891
18 C 2.9235 -5.0041 -1.4293
19 C 2.5514 2.8944 1.5786
20 C 2.3526 1.8834 0.6399
21 C 0.4423 3.3418 -0.9331
22 C 1.0264 4.9816 -2.6057
23 C -3.2962 0.7815 4.4466
24 C 2.9872 -2.2764 3.0240
25 C 0.6996 -4.5979 -2.2791
26 C 0.5478 -5.9877 -2.4234
27 C -0.4853 1.3918 0.9587
28 C 2.7483 -6.3656 -1.5523
29 C 1.0605 -2.3278 1.5868
30 C -4.1286 0.9709 -3.1270
31 C -0.8448 5.3718 -1.1446
32 C -5.4387 1.6488 -3.4145
33 C -3.3798 -1.6097 4.2104
34 C 0.7062 -1.0567 2.0314
35 C 1.5469 -6.8646 -2.0598
36 C -1.7340 0.9831 -3.0346
37 C -2.4723 -1.5422 3.1668
38 C 3.3637 0.9662 0.3664
39 C -0.6103 4.1520 -0.5193
40 C -2.3834 0.8499 3.3997
41 C 4.5715 1.0590 1.0473
42 C -4.0680 -0.3405 -2.6801
43 C 1.2629 3.7680 -1.9824
44 C 2.6317 -1.0088 3.4733
45 C -1.9624 -0.3079 2.7537
46 C -3.7909 -0.4467 4.8524
47 H 2.4930 -3.9136 1.7232
48 H 1.7697 3.6225 1.7749
49 H -4.9728 -0.9136 -2.5215
50 H -0.7755 1.4721 -3.1629
51 H 3.8576 -4.6064 -1.0491
52 H -2.1656 -2.4478 2.6561
53 H 2.0761 3.1339 -2.3169
54 H -0.2162 6.7313 -2.6759
55 H -1.6662 5.9964 -0.8172
56 H -2.7585 -1.9390 -2.0479
57 H -6.2757 0.9637 -3.2924
58 H 3.1868 0.1772 -0.3559
59 H -3.7699 -2.5695 4.5244
60 H 3.8865 -2.7470 3.4018
61 H 3.5443 -7.0415 -1.2645
62 H 1.6630 5.3039 -3.4197
63 H 3.9137 3.7621 2.9885
64 H -5.4572 2.0359 -4.4342
65 H 1.4020 -7.9311 -2.1794
66 H 3.2455 -0.4938 4.2013
67 H -3.6191 1.6884 4.9419
68 H 1.2179 0.5860 3.3362
69 H -1.4337 1.7021 0.5107
70 H -2.0107 1.8194 3.0939
71 H -4.5030 -0.5002 5.6663
72 H -2.8945 2.6696 -3.6367
73 H 5.3572 0.3422 0.8451
74 H -0.3874 -6.3616 -2.8237
75 H 0.4691 -2.8092 0.8155
76 H -5.5908 2.4950 -2.7421
77 H -0.2843 2.0061 1.8394
78 H 5.7057 2.1254 2.5203
79 H -1.2585 3.8443 0.2911

Summary:
- Multiplicity: 5
- <S²>: 6.022
- Net charge: 0
- HOMO energy (spin up / spin down): -5.7 / -6.5 eV
- Gap between HOMO and LUMO (spin up / spin down): 0.219 / 0.189 Eh
- Lowest unoccupied orbital energy (spin up / spin down): 0.2 / -1.4 eV

---

# 3
The following is a quantum chemistry calculation of a molecular structure, C37H34BrCl2GeN3O5S2SbSe4V in a non-equilibrium geometry, from OMol25.

Cartesian coordinates (Å):
1 Sb 4.3819 0.5806 0.2000
2 Br 2.4470 -0.7952 3.0514
3 Se 5.1606 1.7083 -1.8290
4 Se 1.9554 0.8169 0.3101
5 Se 5.6536 1.8146 1.8986
6 Se 5.4325 -1.5931 -0.1433
7 Ge 0.1256 -3.0340 -1.4710
8 V 0.0283 1.1558 0.6402
9 Cl 0.0551 2.2444 -1.5410
10 Cl 1.3120 0.9134 -3.7959
11 S -4.4216 2.9791 1.2940
12 S -3.4641 0.2472 0.5629
13 O -0.5252 0.1070 2.0472
14 O 0.3213 2.6710 1.2957
15 O 2.6355 4.0638 1.0950
16 O -0.8123 -0.2453 -0.0766
17 O -0.4525 1.0072 6.9124
18 N -1.9076 2.3599 0.5635
19 N 1.7134 1.7745 3.4702
20 N -1.5738 3.6778 0.7066
21 C -5.2239 0.4162 0.9749
22 C 0.8608 0.2447 5.1186
23 C 0.6398 -2.6278 0.4516
24 C -0.7614 -6.9988 -0.2414
25 C 1.5103 -2.4401 -2.7679
26 C 0.1470 -7.7669 -0.9481
27 C -1.6287 -2.2592 -2.0459
28 C -0.5153 -2.1490 1.3209
29 C 0.3882 2.5840 5.2850
30 C 1.6376 7.5163 1.3199
31 C 0.2477 7.4391 1.2975
32 C 3.4265 -1.6632 -4.6413
33 C -0.3167 3.7710 1.0352
34 C 1.4431 2.2700 -2.6727
35 C 3.6379 -1.4093 -3.2961
36 C 1.1392 2.7684 4.1396
37 C 1.3270 -2.7119 -4.1222
38 C 2.4023 6.3746 1.2347
39 C 1.5670 0.5615 3.9753
40 C 0.2408 1.2921 5.7972
41 C 0.0444 -5.0085 -1.3455
42 C -4.0623 -1.0749 -2.7514
43 C -0.7997 -5.6301 -0.4329
44 C -3.0813 1.9432 0.7678
45 C -4.0339 -2.3627 -2.2449
46 C -0.3665 6.2141 1.1822
47 C 0.9366 -5.7940 -2.0602
48 C 0.9915 -7.1617 -1.8607
49 C 0.3893 5.0399 1.1241
50 C -0.6748 -0.6879 1.0915
51 C -2.8264 -2.9469 -1.8955
52 C 2.2754 -2.3203 -5.0513
53 C 2.6729 -1.7903 -2.3769
54 C -1.6699 -0.9936 -2.6215
55 C 1.7985 5.1169 1.1604
56 C -2.8713 -0.3966 -2.9586
57 C -5.6617 1.8212 0.6402
58 H -5.0050 -0.6044 -3.0012
59 H 1.3093 3.7678 3.7514
60 H -5.7598 -0.3272 0.3857
61 H -2.8847 0.5985 -3.3886
62 H -0.7379 -0.4701 -2.8081
63 H -1.4257 -7.4693 0.4704
64 H -5.3485 0.2025 2.0386
65 H 3.4809 6.4065 1.2527
66 H 1.4003 3.2056 -3.2234
67 H -1.4992 -5.0404 0.1514
68 H 1.7065 -7.7567 -2.4076
69 H -0.0498 3.4364 5.7863
70 H 4.1607 -1.3484 -5.3667
71 H -5.7183 1.9740 -0.4386
72 H 0.8015 -0.7599 5.5038
73 H 4.5561 -0.9273 -2.9613
74 H 2.1139 -2.5333 -6.0989
75 H 2.2338 3.2389 1.4172
76 H 0.4327 -3.2378 -4.4387
77 H -1.4417 6.1256 1.1498
78 H 2.1216 8.4775 1.4133
79 H 2.8181 -1.5840 -1.3171
80 H -0.3276 -2.3136 2.3890
81 H -4.9570 -2.9144 -2.1198
82 H 2.3959 2.1842 -2.1236
83 H -0.3492 8.3328 1.3872
84 H -2.8172 -3.9637 -1.5236
85 H -0.7338 1.8101 7.3693
86 H 1.0482 -3.5477 0.8763
87 H -6.6180 2.0661 1.0953
88 H -1.4628 -2.6169 1.0389
89 H 1.4535 -1.8875 0.5073
90 H 0.2003 -8.8313 -0.7740
91 H 1.6048 -5.3279 -2.7688

Summary:
- Multiplicity: 3
- <S²>: 2.049
- Net charge: 0
- HOMO energy (spin up / spin down): -7.2 / -7.1 eV
- Gap between HOMO and LUMO (spin up / spin down): 0.192 / 0.187 Eh
- Lowest unoccupied orbital energy (spin up / spin down): -2.0 / -2.0 eV

---

ΔE to the lowest compared entry with this formula, charge and spin for the records above, in order: 164.12, 0.00, 422.41 kJ/mol
E for the records above, in order: -2465.27147, -3501.47124, -19128.39097 hartree